(1)
ORCA calculation (ωB97M-V with the def2-TZVPD basis set) on a structure of composition C17H13AuF6N5O8S3Se.

Each line ends with the natural charge from an NBO analysis.
Positions of all 54 atoms, in Å:
O -0.17 4.00 -1.18  -0.89
O 2.10 0.10 0.27  -0.70
C 0.86 1.27 -2.98  0.24
O -1.86 2.87 -2.60  -0.90
H 0.63 1.68 -6.41  0.25
C -4.46 4.11 1.05  -0.15
H -5.82 5.76 1.18  0.24
Au 0.12 0.85 0.04  1.33
C -2.59 2.40 0.63  0.67
H 3.34 3.48 -3.60  0.23
H 1.92 0.57 3.10  0.28
O -2.86 -2.82 1.08  -0.86
H 3.34 1.62 2.91  0.24
O -2.32 1.17 3.93  -0.84
C 2.88 0.36 1.22  0.71
S -1.46 3.41 -1.34  2.30
S -2.77 -1.41 0.96  2.24
C 1.00 1.81 -5.40  -0.18
F 0.14 -2.04 3.54  -0.32
H -4.91 3.53 1.85  0.25
C 2.52 2.80 -3.77  -0.13
F -5.16 -0.31 1.39  -0.30
C -2.77 4.36 -0.65  -0.33
C 1.97 2.14 -2.72  -0.26
C -0.46 -1.16 4.33  0.96
N -2.60 -0.74 2.39  -1.20
N -0.67 0.31 -4.47  -0.55
N 4.10 -0.13 1.19  -0.74
F -1.20 -1.74 5.23  -0.29
S -2.02 0.65 2.65  2.51
C 0.37 1.11 -4.33  0.07
C 2.48 1.20 2.40  -0.72
H -4.75 7.06 -0.61  0.24
H -2.78 6.16 -1.83  0.25
N 0.20 0.56 -2.08  -0.79
H 4.75 0.02 1.94  0.42
C -3.24 5.60 -1.04  -0.16
C -4.46 -0.83 0.39  0.74
H 4.38 -0.73 0.42  0.43
N -1.59 2.17 -0.16  -0.84
H 1.81 2.00 2.08  0.25
C -3.35 3.63 0.37  -0.08
C -4.35 6.09 -0.35  -0.16
F -4.31 0.11 -0.55  -0.32
O -2.98 1.66 1.63  -0.67
H 2.53 3.18 -5.91  0.23
O -1.86 -0.84 -0.02  -1.02
Se -1.15 -0.30 -2.91  1.10
O -0.66 0.92 2.17  -1.00
C 2.04 2.63 -5.12  -0.20
C -4.95 5.35 0.67  -0.18
F 0.44 -0.35 4.87  -0.33
H 2.31 2.29 -1.71  0.23
F -5.12 -1.85 -0.13  -0.28

Output
**HOMO (alpha / beta)**: -11.99 / -12.00 eV
**Spin multiplicity**: 3
**Charge**: +1
**Kohn-Sham gap (alpha / beta)**: 8.1 / 6.9 eV
**Lowest unoccupied orbital energy (alpha / beta)**: -3.905 / -5.116 eV


(2)
ORCA calculation (ωB97M-V with the def2-TZVPD basis set) on a structure of composition C17H13BrLiN4O4S at a distorted geometry.

Each line ends with the natural charge from an NBO analysis.
Positions of all 41 atoms, in Å:
S -2.00 -2.09 -1.05  2.31
H 2.31 -4.05 0.36  0.21
N -1.51 -0.73 -0.33  -1.02
C 1.04 3.23 1.18  -0.19
O 1.63 0.73 0.06  -0.89
H -1.52 3.59 -0.42  0.19
H -3.55 3.69 -1.91  0.21
C 1.73 5.49 1.62  -0.25
C 0.67 -5.41 0.63  0.17
H -1.16 -6.50 0.82  0.20
C -3.13 2.75 -1.58  -0.39
C 0.78 4.48 1.71  -0.22
C 1.24 -4.18 0.27  -0.26
O -3.35 -2.49 -0.70  -0.96
H -2.57 -4.62 -0.01  0.24
H 1.05 -7.36 1.04  0.37
C 0.44 -3.15 -0.19  -0.18
C -0.93 -3.31 -0.30  -0.26
H 0.90 -2.21 -0.48  0.21
C -1.50 -4.52 0.08  -0.19
C 2.25 2.97 0.55  -0.15
C 2.54 1.61 -0.09  0.77
Li 0.17 -0.01 -0.35  0.90
N 1.46 -6.45 1.13  -0.80
N -3.15 0.37 -1.58  -0.49
C -2.07 0.41 -0.77  0.54
H 0.32 2.43 1.23  0.25
Br 4.24 6.60 0.90  0.00
C -2.01 2.69 -0.76  0.10
H -4.51 1.46 -2.63  0.18
H 4.15 3.77 -0.04  0.24
H 1.53 6.48 2.03  0.22
C -3.65 1.52 -1.97  0.11
C 3.21 3.98 0.46  -0.15
C -0.71 -5.56 0.54  -0.27
O 3.61 1.47 -0.68  -0.69
C 2.93 5.22 1.00  -0.10
N -1.48 1.55 -0.35  -0.55
H -0.17 4.69 2.18  0.21
H 2.43 -6.42 0.86  0.38
O -1.64 -2.10 -2.45  -0.97

Output
**HOMO**: -5.74 eV
**Charge**: -1
**Kohn-Sham gap**: 8.3 eV
**Lowest unoccupied orbital energy**: 2.577 eV


(3)
ORCA calculation (ωB97M-V with the def2-TZVPD basis set) on a structure of composition C17H13Cl2F5FeN6O3STe at a distorted geometry.

Each line ends with the natural charge from an NBO analysis.
Positions of all 49 atoms, in Å:
C -1.27 -1.06 1.65  0.59
C 2.66 -1.72 0.07  0.12
H 5.77 -4.12 0.12  0.20
C -3.22 -2.16 2.04  0.09
H 3.49 -5.04 -0.27  0.21
H -4.00 4.41 5.74  0.37
O 0.17 -0.92 4.41  -0.96
H -0.49 4.70 4.97  0.19
N -2.20 -1.48 2.53  -0.52
C 4.91 -3.46 0.13  -0.22
S 0.28 0.14 3.43  2.33
H -2.63 5.39 5.84  0.37
F -2.47 0.27 -1.91  -0.73
N -0.25 -0.46 -3.77  -0.73
N -1.31 -1.35 0.33  -0.50
C -2.36 -1.99 -0.13  0.15
Fe 0.42 0.31 -0.05  1.51
F -1.03 3.94 -1.66  -0.73
C -2.13 1.30 4.17  -0.18
C -0.13 -0.23 -2.63  0.24
H -3.95 -2.49 2.78  0.17
Cl 4.17 0.42 0.70  0.05
C -0.95 3.74 4.75  -0.29
N -0.20 -0.32 1.97  -0.97
H -2.38 -2.15 -1.21  0.21
Te -1.25 1.90 -1.84  2.55
C -3.38 -2.43 0.70  -0.38
H -4.25 -2.96 0.31  0.21
C 2.55 -3.14 -0.11  -0.04
F -2.16 2.02 -3.84  -0.81
C -0.18 2.70 4.27  -0.17
F -3.01 2.59 -1.40  -0.66
H 6.07 -1.70 0.57  0.21
C 3.64 -3.98 -0.10  -0.26
C -2.32 3.58 4.93  0.17
Cl 0.97 -3.78 -0.38  0.02
H -2.56 0.34 3.94  0.25
O 1.60 0.71 3.26  -0.97
C -2.90 2.35 4.63  -0.27
H 0.89 2.81 4.11  0.24
H -3.97 2.22 4.75  0.19
N 1.65 -0.91 -0.05  -0.51
O -1.00 1.51 -0.02  -1.13
F 1.38 1.56 -1.05  -0.69
H -0.65 -0.15 -4.64  0.45
N -3.11 4.65 5.35  -0.81
C -0.76 1.48 3.99  -0.28
C 4.00 -1.26 0.38  -0.04
C 5.08 -2.10 0.38  -0.25

Output
**HOMO (alpha / beta)**: -2.41 / -2.42 eV
**Spin multiplicity**: 5
**Charge**: -2
**Energy above the lowest of the compared OMol25 structures with the same formula, charge and spin**: 67.44 kcal per mole
**Kohn-Sham gap (alpha / beta)**: 6.8 / 6.2 eV
**Lowest unoccupied orbital energy (alpha / beta)**: 4.418 / 3.809 eV


(4)
ORCA calculation (ωB97M-V with the def2-TZVPD basis set) on a structure of composition C17H13Cl2N2O5Tc at a distorted geometry.

Each line ends with the natural charge from an NBO analysis.
Positions of all 40 atoms, in Å:
H -7.55 -0.34 0.87  0.23
H 4.98 0.02 3.58  0.24
H -3.73 0.40 2.64  0.24
C 4.32 -0.11 2.74  -0.21
O 0.33 0.27 -3.11  -0.57
O 4.69 -0.98 -0.76  -0.49
Cl 2.72 2.40 -3.78  0.06
O 1.89 -0.61 -0.56  -0.60
H 3.60 -2.68 -1.27  0.18
H 2.55 0.29 3.86  0.23
C -5.86 -0.61 -0.41  -0.21
C 4.03 -0.66 0.38  0.26
N -1.48 0.10 1.46  -0.32
Tc 0.14 0.05 -0.91  1.63
H 0.65 2.15 -4.87  0.27
C -6.47 -0.30 0.79  -0.16
H -6.19 0.31 2.83  0.23
C -4.48 -0.57 -0.52  -0.18
H -4.00 -0.82 -1.46  0.23
O -1.71 -0.39 -0.70  -0.59
C -2.25 -0.15 0.48  0.53
C 0.95 2.47 -3.87  -0.34
Cl 0.30 4.06 -3.54  0.07
C 2.12 -0.11 1.78  -0.22
H 0.38 0.16 3.00  0.24
N -0.15 0.08 1.02  -0.34
C 4.12 -1.85 -1.75  -0.25
H -6.46 -0.90 -1.27  0.23
C -4.33 0.12 1.79  -0.17
O 0.31 1.82 -1.60  -0.58
C -5.71 0.07 1.89  -0.20
C 0.49 1.46 -2.86  0.77
C 0.75 0.06 1.98  0.21
H 4.96 -2.23 -2.32  0.21
H 3.44 -1.32 -2.41  0.18
C 4.84 -0.46 1.50  -0.16
H 5.90 -0.60 1.36  0.25
C 2.97 0.04 2.90  -0.14
C -3.71 -0.20 0.58  -0.09
C 2.64 -0.47 0.52  0.33

Output
**HOMO (alpha / beta)**: -11.75 / -11.74 eV
**Spin multiplicity**: 2
**Charge**: +1
**Energy above the lowest of the compared OMol25 structures with the same formula, charge and spin**: 6.23 kcal per mole
**Kohn-Sham gap (alpha / beta)**: 6.1 / 6.3 eV
**Lowest unoccupied orbital energy (alpha / beta)**: -5.697 / -5.443 eV


(5)
ORCA calculation (ωB97M-V with the def2-TZVPD basis set) on a structure of composition C17H13Cl2NS6ScTe.

Each line ends with the natural charge from an NBO analysis.
Positions of all 41 atoms, in Å:
C -1.06 0.96 3.53  -0.08
C -2.40 3.41 -3.85  0.07
C -0.09 3.16 3.65  -0.23
H -0.68 1.99 5.35  0.22
C -3.30 1.60 -2.55  0.07
S -1.57 -0.45 1.21  -0.28
H 4.59 -5.99 3.14  0.20
C 4.70 -4.58 0.06  -0.20
H -5.38 1.84 -2.06  0.23
C 5.05 -5.41 1.12  -0.24
H 5.26 -4.62 -0.86  0.20
H 2.71 -4.42 3.36  0.21
S 1.96 -0.73 0.03  -0.68
C -4.68 3.49 -3.22  -0.15
H 0.40 4.03 1.74  0.22
C -0.46 2.08 1.56  -0.08
C 2.90 -3.65 1.36  -0.26
Te 1.21 -2.39 1.57  0.51
H -3.65 5.03 -4.39  0.22
C 3.26 -4.47 2.42  -0.25
Sc -0.26 -0.38 -1.03  0.90
N -2.29 2.22 -3.22  -0.55
C 3.62 -3.71 0.17  -0.24
C 4.32 -5.35 2.30  -0.22
C -0.01 3.18 2.27  -0.22
C -1.00 0.92 2.13  -0.09
S -0.44 -0.87 -4.10  -0.05
H -5.64 3.99 -3.21  0.21
S -3.06 0.13 -1.78  -0.12
Cl -0.35 2.18 -0.19  0.08
H -1.37 1.74 -3.21  0.45
H 0.27 4.00 4.23  0.21
C -0.61 2.04 4.27  -0.22
S -0.37 -2.33 -2.59  -0.45
H -1.49 3.76 -4.32  0.22
Cl -1.69 -0.40 4.42  0.00
C -3.58 4.08 -3.88  -0.32
H 5.89 -6.09 1.03  0.20
S 0.49 0.80 -3.21  -0.51
H 3.35 -3.07 -0.66  0.24
C -4.55 2.30 -2.58  -0.25

Output
**HOMO**: -4.10 eV
**Charge**: -1
**Energy above the lowest of the compared OMol25 structures with the same formula, charge and spin**: 0.00 kcal per mole
**Kohn-Sham gap**: 6.5 eV
**Lowest unoccupied orbital energy**: 2.402 eV


(6)
ORCA calculation (ωB97M-V with the def2-TZVPD basis set) on a structure of composition C17H13Cl4FeN2O3Se.

Each line ends with the natural charge from an NBO analysis.
Positions of all 41 atoms, in Å:
Se -0.26 -0.38 1.90  -0.48
C -2.99 -2.46 -2.19  -0.23
C -1.79 -5.01 -1.84  -0.08
C 0.97 4.23 -2.21  -0.17
C 3.41 2.93 -2.06  -0.13
N -0.09 -0.74 -1.36  -0.50
C 0.25 0.39 3.56  -0.14
C -0.83 -1.62 -1.47  0.53
H -2.52 -3.62 -3.94  0.17
C 2.33 2.39 -1.38  0.23
Cl -0.57 5.02 -2.28  -0.01
O 0.06 2.51 -0.83  -0.86
H -1.04 -5.04 -2.65  0.17
C -1.47 -3.88 -0.88  -0.23
Cl 4.69 4.74 -3.64  -0.01
H -2.14 -3.91 -0.03  0.20
Cl 1.91 6.21 -3.82  -0.01
H 1.20 1.89 7.01  0.20
C 0.94 1.47 6.05  -0.25
C 3.30 4.11 -2.81  -0.12
C 1.06 3.06 -1.47  0.33
C 1.30 1.30 3.68  -0.24
C 2.08 4.76 -2.89  -0.10
H -1.28 -0.66 4.63  0.21
C 1.64 1.83 4.91  -0.20
H 2.47 2.53 4.98  0.21
H -4.25 -3.63 -3.50  0.20
H -0.67 0.28 6.83  0.20
H -1.78 -5.97 -1.32  0.20
Fe 0.62 0.76 -0.06  1.43
C -0.11 0.57 5.94  -0.21
O -3.09 -4.87 -2.40  -0.52
C -0.46 0.04 4.71  -0.25
N -1.66 -2.62 -1.60  -0.47
H 1.86 1.58 2.79  0.22
O 2.38 1.30 -0.66  -0.84
H -3.74 -2.45 -1.39  0.20
H -0.44 -3.94 -0.52  0.24
Cl 4.93 2.08 -1.95  -0.01
H -3.03 -1.52 -2.73  0.23
C -3.23 -3.65 -3.10  -0.08

Output
**HOMO (alpha / beta)**: -3.98 / -4.09 eV
**Spin multiplicity**: 5
**Charge**: -1
**Energy above the lowest of the compared OMol25 structures with the same formula, charge and spin**: 0.00 kcal per mole
**Kohn-Sham gap (alpha / beta)**: 6.1 / 6.2 eV
**Lowest unoccupied orbital energy (alpha / beta)**: 2.142 / 2.140 eV